[1]
71
Properties=species:S:1:pos:R:3:forces:R:3 method="wB97M-V/def2-TZVPD" gap_ha=0.2270 multiplicity=1 relative_energy_kj_mol=508.7
O 0.079 0.334 -2.083 -0.57 1.99 -4.16
C 0.268 -0.215 -3.356 -0.25 -0.38 -0.17
C -1.050 -0.489 -4.042 -0.35 0.01 -0.14
C -2.239 -0.538 -3.322 0.17 0.17 0.07
H -2.202 -0.334 -2.262 -0.08 -0.06 -0.01
C -3.442 -0.826 -3.950 -0.03 -0.03 -0.18
H -4.356 -0.873 -3.370 0.02 0.01 0.02
C -3.478 -1.056 -5.319 0.01 0.01 0.09
H -4.415 -1.281 -5.812 -0.01 0.00 -0.01
C -2.300 -0.987 -6.052 0.06 0.00 0.02
H -2.317 -1.156 -7.121 0.01 0.00 -0.03
C -1.099 -0.708 -5.416 -0.02 0.02 0.00
H -0.181 -0.660 -5.989 0.05 -0.04 -0.05
H 0.819 0.488 -3.990 0.08 0.19 -0.10
C 2.575 -1.107 -2.935 0.72 0.75 -0.51
C 1.144 -1.451 -3.197 -0.51 0.22 -3.70
H 3.271 -1.880 -3.249 0.03 -0.16 0.04
H 2.728 -0.905 -1.877 0.52 -0.02 -0.83
H 2.842 -0.187 -3.462 0.03 0.06 -0.36
C 0.639 -2.685 -3.251 -0.44 0.38 -2.95
C 1.361 -3.977 -3.068 0.54 -0.53 -0.30
H -0.418 -2.786 -3.472 -0.08 0.07 0.05
H 1.318 -4.621 -3.942 -0.20 0.00 -0.38
H 0.947 -4.539 -2.227 -0.06 0.00 -0.24
H 2.415 -3.809 -2.830 -0.13 -0.16 -0.17
Lu 0.476 -0.381 -0.396 -0.67 0.04 1.98
Cl -1.615 -1.303 0.014 -3.02 -1.30 1.06
Cl 1.375 -2.402 -1.085 1.31 -3.17 7.22
C 0.913 -1.962 2.027 -0.10 0.36 0.31
O 1.001 -0.802 1.592 1.48 -1.23 2.89
N 1.164 -2.293 3.296 0.05 0.20 0.02
C 1.957 -1.439 4.157 -0.25 0.11 0.09
C 0.637 -3.514 3.865 0.38 -0.38 -0.16
H 0.617 -2.788 1.381 -0.35 -0.02 -0.07
H 2.195 -0.528 3.621 0.06 0.09 -0.05
H 2.880 -1.943 4.445 0.01 -0.08 0.00
H 1.399 -1.193 5.060 0.00 0.06 0.08
H -0.065 -3.969 3.173 -0.05 -0.02 -0.07
H 0.119 -3.308 4.802 -0.02 0.11 -0.03
H 1.441 -4.224 4.064 0.02 -0.08 0.10
H 5.286 1.973 0.393 0.06 0.00 0.03
H 4.312 4.260 -0.747 -0.03 0.03 0.04
C 4.944 1.579 -0.565 0.12 -0.13 0.27
C 3.890 3.608 -1.512 0.07 -0.11 -0.11
N 3.745 2.264 -0.996 -0.25 -0.34 -0.24
H 4.743 0.518 -0.462 -0.11 -0.03 0.06
C 2.565 1.642 -0.996 0.54 -0.14 0.29
O 2.377 0.526 -0.481 2.11 1.92 0.15
H 2.916 3.979 -1.805 -0.10 0.14 -0.05
H 1.759 2.170 -1.503 -0.22 0.15 -0.01
H 5.736 1.702 -1.303 -0.03 0.14 -0.08
H 4.555 3.612 -2.376 -0.01 0.02 -0.02
C -0.964 0.299 3.384 0.34 -0.40 -0.06
N -1.822 1.397 2.983 -0.11 0.71 -1.26
C -1.782 2.130 1.831 1.13 -0.22 -0.51
Se -0.587 2.072 0.523 1.02 0.74 -1.06
N -2.731 3.100 1.833 0.55 -0.16 -0.91
C -3.368 2.974 3.007 -2.64 1.98 1.25
C -4.403 3.756 3.516 -0.30 -0.43 1.14
C -4.888 3.443 4.799 0.63 -0.33 -0.55
C -4.336 2.367 5.529 0.49 0.05 -0.85
C -3.289 1.598 4.987 -0.79 0.81 0.04
C -2.824 1.938 3.709 -1.05 -0.82 2.87
H -1.139 -0.540 2.691 0.34 0.45 0.16
H -1.203 -0.069 4.399 -0.18 0.60 -0.50
H 0.087 0.644 3.385 -0.59 -0.35 -0.27
H -2.902 3.824 1.099 0.57 -1.37 0.96
H -4.812 4.584 2.951 0.00 -0.03 -0.01
H -5.686 4.031 5.232 0.03 -0.02 -0.04
H -4.714 2.136 6.516 0.02 0.00 -0.05
H -2.869 0.785 5.559 0.06 -0.05 -0.06

=====

[2]
70
Properties=species:S:1:pos:R:3:forces:R:3 method="wB97M-V/def2-TZVPD" charge=+2 gap_ha="0.1540 / 0.1483" multiplicity=1 relative_energy_kj_mol=0.0
Ru 0.924 -0.475 0.688 0.94 -1.12 -0.20
C -3.726 0.229 -1.177 -0.02 -0.06 0.23
C -2.196 0.205 -1.132 0.47 -0.10 -0.28
Ge -1.591 -0.640 0.536 -2.17 0.62 0.44
C -2.295 -2.443 0.878 0.20 -0.15 -0.11
C -3.343 -2.488 1.988 0.01 0.11 0.04
C -2.316 0.463 1.992 1.31 0.61 -0.01
C -1.602 1.422 2.644 -0.24 -1.70 -1.49
Ge 0.235 1.669 1.908 -1.17 1.29 1.47
C 1.720 1.446 3.227 0.13 -0.15 -0.55
C 1.453 1.802 4.691 -0.22 -0.03 0.01
C 0.223 3.202 0.677 0.33 -0.18 -0.34
C -0.521 4.435 1.189 -0.13 -0.01 0.18
C -2.188 2.212 3.700 -0.49 1.21 1.45
C -3.456 1.893 4.261 0.95 -0.17 -0.66
C -4.001 2.665 5.255 0.16 0.63 0.36
C -3.313 3.787 5.727 0.24 -0.03 -0.19
C -2.063 4.126 5.196 -0.77 0.11 0.61
C -1.515 3.347 4.210 -0.48 -1.08 -0.60
H -4.071 0.661 -2.117 0.06 0.00 -0.02
H -4.149 0.829 -0.370 0.03 -0.01 -0.01
H -4.148 -0.775 -1.108 0.00 -0.01 -0.01
H -1.782 1.214 -1.192 -0.03 0.00 0.02
H -1.786 -0.363 -1.965 -0.05 0.01 -0.14
H -1.455 -3.093 1.098 0.07 -0.18 0.02
H -2.721 -2.786 -0.063 0.00 -0.04 -0.11
H -2.951 -2.130 2.941 -0.02 0.03 -0.02
H -3.683 -3.514 2.140 0.04 -0.01 -0.06
H -4.225 -1.894 1.741 0.04 -0.01 0.01
H -3.365 0.308 2.247 0.20 -0.11 -0.10
H 2.573 2.005 2.836 0.00 -0.01 -0.06
H 1.995 0.395 3.160 0.21 -0.24 0.09
H 1.404 2.876 4.846 -0.08 0.07 -0.04
H 2.269 1.430 5.310 0.07 -0.05 -0.08
H 0.531 1.359 5.066 -0.06 0.03 -0.01
H -0.234 2.849 -0.251 -0.01 0.01 -0.05
H 1.258 3.448 0.440 0.01 0.04 -0.01
H -1.561 4.219 1.438 0.06 -0.02 0.04
H -0.526 5.202 0.414 0.05 -0.05 -0.06
H -0.037 4.872 2.064 -0.04 -0.04 -0.05
H -4.003 1.024 3.917 0.06 0.05 0.08
H -4.963 2.406 5.675 -0.01 0.01 0.01
H -3.749 4.397 6.508 0.02 -0.01 -0.01
H -1.535 4.996 5.563 -0.02 0.00 0.02
H -0.559 3.616 3.801 0.35 0.08 -0.11
C 0.627 -4.582 2.610 0.04 0.11 -0.15
Si 1.135 -2.888 3.154 -0.09 -0.72 1.04
C 2.943 -2.737 3.509 0.09 0.17 -0.21
C 0.066 -2.180 4.496 0.07 0.06 -0.16
O 0.859 -1.836 1.805 0.31 1.34 -1.23
H 0.879 -5.309 3.387 0.02 0.06 0.02
H 1.154 -4.876 1.700 0.00 -0.04 -0.01
H -0.445 -4.656 2.430 -0.04 -0.01 0.01
H 3.212 -3.382 4.349 -0.09 -0.01 -0.01
H 3.227 -1.717 3.777 0.01 -0.02 0.01
H 3.542 -3.049 2.652 0.05 -0.01 0.00
H 0.172 -2.759 5.416 0.03 -0.03 -0.03
H -0.987 -2.200 4.214 -0.04 0.03 0.01
H 0.350 -1.149 4.720 -0.04 0.00 0.02
Cl -0.359 -3.036 -1.669 0.04 0.08 0.07
C 0.583 -1.709 -2.199 -0.17 -0.28 0.00
C 1.067 -0.783 -1.276 -0.14 -0.18 0.45
C 1.917 0.187 -1.757 0.21 0.31 -0.10
Cl 2.562 1.177 -0.450 -0.21 -0.31 0.34
C 2.257 0.378 -3.077 0.13 0.25 0.26
Cl 3.299 1.643 -3.540 -0.03 -0.02 0.04
C 1.720 -0.532 -3.994 0.07 0.00 -0.34
Cl 2.100 -0.373 -5.642 -0.04 -0.01 0.18
C 0.904 -1.582 -3.552 -0.19 -0.21 0.05
Cl 0.302 -2.715 -4.676 0.02 0.06 0.04

=====

[3]
67
Properties=species:S:1:pos:R:3:forces:R:3 method="wB97M-V/def2-TZVPD" gap_ha=0.3272 multiplicity=1 relative_energy_kj_mol=203.0 smiles="C=CCC1(CC=C)CCCN1C(=O)C[C@H]1C(=O)NCCN1Cc1cc(OC)cc(OC)c1"
C -1.804 -5.609 0.752 0.00 -0.21 -0.04
C -1.092 -4.498 0.811 -0.08 0.17 0.17
C -1.628 -3.175 1.246 0.09 0.08 -0.05
H -2.661 -3.284 1.578 -0.06 -0.01 0.02
H -1.023 -2.809 2.079 -0.12 0.02 0.01
C -1.578 -2.108 0.134 -0.37 0.17 0.44
N -0.208 -1.953 -0.374 -0.17 -0.14 0.07
C 0.803 -1.502 0.392 0.27 0.01 -0.52
O 0.689 -1.326 1.595 0.03 0.04 0.45
C 2.110 -1.235 -0.336 0.34 0.02 0.42
H 2.653 -2.176 -0.460 -0.11 -0.04 -0.07
C 3.002 -0.269 0.457 -0.45 -0.59 -0.21
N 2.555 1.099 0.244 0.10 0.07 0.30
C 3.591 2.028 -0.127 0.39 0.16 0.04
H 3.860 1.861 -1.178 0.06 0.18 0.05
H 3.212 3.045 -0.026 -0.02 -0.01 -0.04
C 4.851 1.812 0.723 -0.47 0.28 -0.05
N 5.315 0.477 0.435 0.43 0.10 0.02
C 4.470 -0.531 0.134 0.09 0.01 0.01
O 4.872 -1.598 -0.288 -0.04 -0.28 -0.06
H 6.295 0.314 0.256 -0.12 -0.10 0.00
H 4.600 1.914 1.787 0.05 0.13 -0.08
H 5.631 2.534 0.476 -0.02 -0.06 0.02
C 1.590 1.593 1.207 -0.04 -0.04 0.07
C 0.306 2.056 0.558 -0.34 0.19 0.13
C -0.711 2.542 1.357 -0.04 0.03 -0.01
C -1.929 2.930 0.799 0.18 -0.07 -0.01
C -2.114 2.833 -0.571 -0.19 0.06 -0.12
C -1.085 2.348 -1.377 -0.10 0.05 0.10
C 0.123 1.960 -0.816 0.04 -0.06 -0.37
H 0.932 1.577 -1.414 0.08 -0.06 -0.10
O -1.379 2.284 -2.712 -0.19 0.12 0.40
C -0.372 1.861 -3.596 0.18 -0.09 -0.15
H 0.508 2.510 -3.545 -0.02 -0.03 0.01
H -0.068 0.827 -3.399 0.01 0.05 0.01
H -0.808 1.922 -4.592 0.07 -0.02 0.05
H -3.033 3.122 -1.054 -0.14 0.05 -0.02
O -2.862 3.388 1.677 0.36 -0.13 0.00
C -4.137 3.722 1.185 -0.22 0.06 -0.09
H -4.089 4.548 0.468 0.00 -0.04 0.02
H -4.715 4.035 2.053 0.00 -0.01 -0.09
H -4.622 2.859 0.719 0.02 0.03 0.00
H -0.588 2.618 2.425 0.02 0.00 0.20
H 1.325 0.791 1.900 0.10 0.10 -0.04
H 2.004 2.418 1.805 0.01 -0.04 -0.03
H 2.909 -0.543 1.522 0.05 0.06 -0.15
H 1.921 -0.808 -1.319 0.05 -0.03 -0.06
C -0.111 -2.267 -1.784 0.15 -0.05 -0.52
C -1.341 -3.125 -2.057 0.06 0.06 0.06
C -2.378 -2.535 -1.107 0.23 -0.04 -0.07
H -2.846 -1.660 -1.559 -0.06 0.03 0.00
H -3.158 -3.249 -0.852 -0.09 0.02 0.03
H -1.139 -4.163 -1.795 0.02 0.02 -0.06
H -1.652 -3.079 -3.099 0.03 -0.02 -0.04
H -0.147 -1.347 -2.384 0.06 -0.06 -0.03
H 0.818 -2.795 -2.007 -0.02 0.08 -0.04
C -2.070 -0.743 0.664 0.02 -0.11 0.06
C -3.534 -0.711 0.945 0.21 -0.04 0.07
C -4.404 -0.018 0.233 -0.24 0.05 -0.03
H -5.456 -0.008 0.463 -0.21 -0.05 0.09
H -4.094 0.575 -0.613 0.15 0.12 -0.17
H -3.871 -1.291 1.793 -0.16 -0.07 0.12
H -1.515 -0.508 1.574 0.02 0.04 -0.04
H -1.826 0.015 -0.083 0.02 0.03 -0.03
H -0.042 -4.509 0.548 0.15 -0.11 -0.07
H -1.377 -6.549 0.445 0.14 -0.16 -0.07
H -2.848 -5.628 1.020 -0.22 0.07 0.07

=====

Number 1: molecular weight 764.4 g/mol. Number 2: molecular weight 803.2 g/mol. Number 3: molecular weight 441.6 g/mol.